Molecular formula: C40H62CsFN4OS6
Method: DFT, wB97M-V/def2-TZVPD

Values from the calculation:
- lowest unoccupied orbital energy (eV) = 0.0
- energy above the lowest of the compared OMol25 structures with the same formula, charge and spin (kcal/mol) = 3.66
- highest occupied orbital energy (eV) = -5.61

Geometry as XYZ:
```
115
Properties=species:S:1:pos:R:3:forces:R:3:mulliken_charge:R:1
Cs -0.22137 -1.12371 0.28420 -1.04 2.16 0.44 1.2147
C -3.57892 2.97117 -0.15820 0.12 0.01 -0.03 -0.5121
C -3.37780 3.32855 -1.63272 0.00 -0.09 0.02 -1.2296
S -2.44337 2.08219 -2.57397 -0.03 -0.02 0.03 0.1689
C -1.19580 3.11712 -3.38822 -0.03 -0.07 -0.02 -0.7123
C 0.12446 2.37515 -3.57038 0.01 0.01 0.11 -1.0522
S 0.96200 1.92698 -2.03225 -0.01 -0.05 -0.03 0.4311
C 1.52846 3.57023 -1.52395 -0.01 -0.07 0.01 -0.8515
C 2.17050 3.52212 -0.14126 -0.12 -0.05 -0.02 -1.2462
S 1.16616 2.81605 1.18699 0.12 -0.07 0.22 0.2965
C 0.00488 4.15148 1.56994 -0.02 -0.04 -0.14 -0.4647
C -1.25113 4.20105 0.70088 0.00 -0.05 0.05 -0.5514
S -2.08244 2.59946 0.77818 -0.07 -0.11 -0.02 0.4268
H -4.18344 2.06816 -0.06430 -0.03 0.03 -0.01 -0.1872
H -4.12156 3.78548 0.33075 -0.05 0.00 -0.03 0.6170
H -2.84550 4.27517 -1.72790 -0.02 0.01 0.01 0.4321
H -4.35424 3.45595 -2.10080 -0.03 0.06 0.02 0.5583
H -1.04713 4.01006 -2.78126 0.01 0.02 0.00 0.2623
H -1.57296 3.43288 -4.36199 0.06 0.05 -0.02 0.4522
H 0.80242 2.98364 -4.17116 -0.01 -0.02 -0.09 0.5342
H -0.03285 1.43358 -4.09988 0.00 0.01 -0.01 0.2565
H 0.68647 4.26176 -1.52552 0.01 0.04 0.01 0.2532
H 2.26167 3.92542 -2.25186 0.02 0.05 0.02 0.5092
H 2.48951 4.52327 0.15482 0.05 0.00 -0.03 0.4972
H 3.05550 2.88307 -0.16406 0.01 0.03 -0.02 0.4011
H 0.54107 5.10251 1.53070 -0.04 0.02 0.02 0.6355
H -0.27958 3.96257 2.60903 0.01 0.03 -0.05 -0.5000
H -0.99760 4.44066 -0.33260 0.02 0.04 0.01 -0.0567
H -1.92858 4.97412 1.07797 0.03 0.05 -0.02 0.5409
C 1.47804 -5.40527 2.43407 0.02 -0.02 -0.02 -1.3747
C 0.76945 -5.15152 1.09916 0.09 0.09 0.03 0.2480
C -0.28255 -4.05025 1.26601 0.08 -0.34 0.01 -0.7031
C 1.74543 -4.95207 -0.06074 0.01 -0.01 -0.02 0.7257
C 2.01116 -6.06762 -0.85364 -0.01 0.05 0.05 -0.7137
C 2.87134 -6.00742 -1.93830 -0.02 0.04 0.04 -1.4733
C 3.45408 -4.79078 -2.25610 -0.03 0.02 -0.01 -0.7408
C 3.22912 -3.64615 -1.49301 0.04 0.00 -0.02 0.3360
C 3.95744 -2.37547 -1.92840 -0.04 0.03 0.09 0.3133
C 3.09460 -1.10897 -1.99870 0.06 -0.11 0.03 -1.1151
C 5.19928 -2.10988 -1.06876 -0.04 0.01 0.01 -1.4575
C 2.39683 -3.72293 -0.34634 0.10 0.00 0.13 -0.6867
N 2.14088 -2.58860 0.41993 0.44 -0.14 0.31 1.9299
C 2.85397 -2.32272 1.52750 0.15 -0.17 -0.08 -0.2740
C 3.96292 -3.06910 2.02309 -0.05 0.03 0.00 0.0096
C 4.64009 -2.73099 3.18408 -0.05 0.00 -0.04 -0.8991
C 4.27417 -1.62412 3.94227 0.04 -0.05 -0.03 -0.7424
C 3.20372 -0.85592 3.49168 -0.03 0.07 -0.03 -0.7354
C 2.54654 -1.19979 2.33801 0.19 -0.07 0.18 -0.3760
F 1.49201 -0.39527 1.94834 1.29 0.31 1.02 0.0529
H 0.74875 -5.69035 3.19832 0.02 0.01 -0.03 0.4765
H 2.00330 -4.51453 2.77964 -0.02 -0.03 -0.01 0.1621
H 2.20879 -6.21266 2.34082 -0.02 0.03 0.01 0.3144
H 0.22694 -6.06966 0.85647 -0.03 -0.03 -0.04 0.6531
H 0.17029 -3.15727 1.69176 0.01 -0.45 0.25 -0.3434
H -1.07767 -4.39045 1.93512 0.01 -0.02 -0.03 0.3652
H -0.72742 -3.78270 0.30342 -0.05 -0.20 0.07 0.0565
H 1.52376 -7.00745 -0.61102 0.00 0.02 0.00 0.3877
H 3.06793 -6.88941 -2.53587 0.00 0.01 0.00 0.3318
H 4.11145 -4.72272 -3.11855 -0.02 0.01 0.03 0.3997
H 4.31168 -2.58050 -2.94286 0.04 -0.01 -0.05 0.6091
H 2.63646 -0.94045 -1.02431 0.02 0.13 -0.11 -0.0405
H 2.30599 -1.18192 -2.75518 0.03 -0.01 0.04 0.1807
H 3.71616 -0.24729 -2.25760 -0.05 -0.03 -0.02 0.5781
H 4.91891 -1.80271 -0.06029 0.01 -0.02 -0.02 0.1268
H 5.80090 -1.31232 -1.51492 -0.02 -0.02 0.02 0.5055
H 5.82107 -3.00451 -0.98779 -0.02 0.03 0.00 0.3321
H 4.26770 -3.94027 1.45344 0.02 0.00 0.03 0.5190
H 5.47252 -3.34882 3.50459 -0.03 0.01 -0.02 0.4023
H 4.80080 -1.36163 4.85040 -0.02 -0.01 -0.03 0.3766
H 2.87178 0.02463 4.03075 -0.01 -0.03 -0.04 0.4388
C -3.70761 3.31528 3.93448 0.07 0.00 0.08 -0.8119
N -2.41398 3.24122 4.56895 -0.10 -0.07 0.00 0.1758
C -1.76324 4.43345 5.08861 -0.02 -0.08 0.01 -0.5589
C -0.45686 3.88558 5.68120 -0.04 -0.10 -0.09 -0.5829
N -0.40683 2.55307 5.09551 0.12 0.05 0.06 -0.0556
C -1.60080 2.15693 4.58079 -0.03 0.17 -0.17 -0.0215
S -1.93401 0.62223 4.04085 0.01 0.00 0.15 -0.2792
H -4.47620 3.59652 4.65920 0.02 0.00 0.01 0.3110
H -3.94037 2.34040 3.51512 0.01 -0.03 -0.01 0.1494
H -3.69377 4.05290 3.12683 0.01 -0.01 0.00 0.2437
H -2.38511 4.91670 5.84273 -0.03 0.04 0.00 0.4231
H -1.58272 5.15685 4.28701 0.01 0.00 -0.05 0.2157
H -0.49622 3.84634 6.77107 -0.03 -0.03 0.05 0.3559
H 0.40716 4.47948 5.38956 0.04 0.02 -0.01 0.2994
H 0.24303 1.84863 5.39760 0.00 -0.03 -0.04 0.2334
C -7.84293 -0.50645 0.12182 0.05 0.01 0.00 -1.5410
C -6.33889 -0.50925 0.16827 -0.09 0.00 -0.02 1.0162
C -5.57422 -0.50301 -0.99336 -0.02 0.01 -0.01 -0.7387
C -4.19104 -0.49569 -0.89783 0.06 -0.05 0.10 -0.8147
N -3.53171 -0.48274 0.26060 -0.14 -0.08 0.08 0.6492
C -4.26585 -0.49270 1.37681 0.03 0.08 -0.17 -0.3410
C -5.65291 -0.50564 1.37648 -0.01 0.01 0.03 -0.7617
H -8.20933 -0.90644 -0.82332 0.00 0.01 0.01 0.3882
H -8.22716 0.51109 0.22455 0.01 -0.01 0.00 0.2671
H -8.26118 -1.09914 0.93557 0.01 0.01 -0.01 0.3923
H -6.05195 -0.50794 -1.96720 0.03 -0.01 0.03 0.4085
H -3.57594 -0.49760 -1.79105 -0.01 0.00 0.04 0.4009
H -3.71927 -0.46628 2.31208 0.00 -0.01 -0.01 0.2271
H -6.19288 -0.51490 2.31731 0.04 -0.01 -0.04 0.4609
C -1.96944 -2.46407 -5.57171 0.01 0.01 0.01 -1.2623
C -2.30199 -2.49722 -4.08561 -0.07 0.16 -0.07 -0.4753
S -0.94003 -1.91692 -3.06141 0.02 -0.21 -0.12 0.7721
O -1.36423 -2.16408 -1.64023 -0.97 -0.91 -2.00 -1.0018
C 0.26456 -3.20538 -3.44787 -0.06 -0.07 0.08 1.2540
C -0.25758 -4.62514 -3.28213 0.06 0.02 0.06 -1.3163
H -2.87124 -2.61820 -6.16459 0.01 0.00 0.02 0.4193
H -1.25566 -3.24364 -5.84182 -0.03 0.03 0.02 0.2821
H -1.54435 -1.49918 -5.86098 -0.03 -0.04 0.02 0.2585
H -2.56186 -3.48906 -3.71658 -0.05 0.01 -0.04 0.4461
H -3.11891 -1.81465 -3.84123 0.00 -0.04 -0.03 0.3738
H 1.06849 -3.01483 -2.73405 0.00 0.00 -0.05 -1.6342
H 0.64651 -2.98886 -4.44887 0.03 -0.04 0.03 0.5840
H -0.84578 -4.71030 -2.36481 0.04 0.02 -0.04 0.2361
H 0.58950 -5.30427 -3.18447 -0.03 0.04 -0.02 0.3105
H -0.86562 -4.94828 -4.12784 -0.01 0.02 0.00 0.3627
```
Forces are in eV/Å.